No. 1
This record from the OMol25 dataset describes the molecule C4H5NO2. The level of theory is wB97M-V/def2-TZVPD.

- electronic energy (eV) = -9813.0644
- relative energy (zero: lowest compared OMol25 entry of this formula, charge and spin) (kJ/mol) = 120.6
- structure (SMILES) = O=C[C@H]1CN=CO1

Structure (ORCA input):
```
! RIJCOSX wB97M-V def2-TZVPD def2/J DEFGRID3
* xyz 0 1
N 1.5602 -0.0773 0.7224
H -1.8793 -1.3237 -0.2074
H 0.0171 1.2388 1.3387
H 1.9021 -1.9478 -0.1692
C -1.6417 -0.2818 0.0931
C -0.3878 0.2690 -0.5784
O -2.2693 0.3125 0.9310
H -0.6446 0.8829 -1.4469
H 1.0410 1.8562 0.0309
C 0.5566 0.9557 0.4299
C 1.3672 -1.0018 -0.1179
O 0.3649 -0.8697 -1.0329
*
```



No. 2
This record from the OMol25 dataset describes a structure of composition C43H70B2CaN10O4PS4. The level of theory is wB97M-V/def2-TZVPD.

- electronic energy (eV) = -141245.4623
- relative energy (zero: lowest compared OMol25 entry of this formula, charge and spin) (kJ/mol) = 162.8

Structure (ORCA input):
```
! RIJCOSX wB97M-V def2-TZVPD def2/J DEFGRID3
* xyz 1 1
C 2.4766 -2.4045 8.4006
C 1.9202 -1.9781 3.4663
N -0.7009 4.8059 -2.1088
N 0.2737 2.8895 -2.4966
H -5.6685 0.0786 1.2881
H 0.4942 -0.5522 8.1494
H -3.2650 5.3032 -3.2695
H 1.4653 -3.2565 -7.2719
H -0.2600 0.7723 -1.8703
C -0.7447 -4.3986 4.0726
H -2.0074 6.3427 -3.9546
H 4.1004 -0.2646 8.9319
C -0.1063 -1.2349 -8.1061
H -4.3110 1.5297 -0.2279
H 5.1261 -1.7189 1.0154
C 2.5574 -1.0697 7.6362
H 3.4535 -1.1267 0.9352
H 2.3180 3.5438 -2.1304
C 3.0611 -2.4465 4.0777
O -2.4441 -1.1455 -0.8810
C -2.5237 5.5268 -0.6120
N 0.2827 0.8833 -4.0746
C -0.0032 0.8294 -6.2538
N -4.6391 -4.0140 -1.1367
N 1.9999 1.0064 -2.3288
H 4.1321 -2.0533 -0.4210
H -3.1593 4.6604 -0.8108
H -3.0401 0.4571 -4.5247
H -0.0020 -3.6800 4.3985
H -0.3654 7.1595 -0.6653
C 3.9393 -0.4396 7.8619
H -2.0935 2.2977 0.4610
H -0.9425 2.9906 3.0968
N -2.6894 -4.0333 2.8187
C 4.0777 0.3675 -2.6877
C 1.1837 -0.8704 5.4760
N 0.1120 -0.4838 -5.7670
S -1.9206 -4.6236 0.2634
C -2.9170 0.5431 3.2357
C 1.0154 -1.2054 4.1498
C -1.7130 5.9046 -1.8483
H -0.3130 7.4736 -2.4210
H 6.9313 -0.5353 -0.2490
H -4.5119 0.4333 -2.2114
C 0.3032 -0.4388 -4.4045
H -0.4513 1.4112 3.7272
H -3.2341 7.0242 -2.8675
H 2.5869 -2.2353 9.4796
C -2.1560 1.3591 2.3982
C 2.3269 -1.3369 6.1396
H -0.1784 -2.1194 -8.7396
C -4.8237 -2.5347 -0.9193
H 6.5353 0.5852 -1.5549
C -1.7452 -4.4123 1.9445
H 0.0432 2.7424 -5.1692
C 4.3561 -1.3098 0.3512
C 0.0949 -1.7033 -6.6694
O -3.0612 -2.8000 -2.8370
N -0.6340 -4.6627 2.6256
H 0.7344 -0.6331 -8.4649
C -4.6790 0.4190 1.5862
H -0.1322 1.0600 -7.3001
B 0.5151 1.3530 -2.6194
H 6.1154 -1.1449 -1.6905
S 1.7014 1.0774 0.3676
H 5.5863 1.9420 0.3009
C -4.0543 -0.3342 -2.8329
H 2.2563 -1.7315 -6.8166
H -4.7503 -0.5417 3.5136
C 3.2461 -2.1125 5.4225
H -0.6142 -5.3132 4.6447
H -3.9029 -4.3433 -0.4440
C 2.5444 0.8124 -1.1015
H -4.7685 -0.6866 -3.5720
H -2.0131 -0.3317 -3.5356
N -2.8512 0.2714 -3.5468
C 4.8667 -0.0216 -0.2875
H -1.0355 -2.9676 -5.2784
H 1.5053 0.8454 7.7042
C -0.9604 7.2042 -1.5822
H -2.5344 0.2881 4.2207
H -4.7229 -2.2926 0.1337
C 1.2712 3.8108 -2.1722
C -2.6144 6.1439 -3.0639
H 5.0257 0.0833 -3.1134
C -3.9218 1.2179 0.7383
H 3.2643 -3.0958 8.0819
H -1.0322 -0.6662 -8.2237
C 6.1839 -0.2938 -1.0057
H -3.1641 6.3678 -0.3230
H -0.0778 1.8578 2.0610
N 3.8443 0.4350 -1.3108
H -2.5747 1.1542 -3.1302
C 0.0908 1.6619 -5.2070
H -2.0308 -2.1198 -6.4897
H 0.2380 -4.8227 2.1566
H 1.6029 -2.8078 -5.5609
H 3.7863 -3.0467 3.5371
H -4.1329 -4.0906 -2.0414
H -5.4806 -4.5713 -1.1256
H 4.7485 -1.0835 7.5048
H 4.0160 0.5217 7.3415
Ca -0.5726 -0.8912 -0.0454
C 5.1409 1.0535 0.7669
C -4.1641 0.0725 2.8357
H 1.5096 -2.8890 8.2254
H -2.7669 -4.3948 4.9055
H -3.5435 -3.6196 2.5038
C -2.1724 -3.8415 4.1891
P -3.4427 -1.7359 -1.8532
H -1.6981 7.9975 -1.4585
H -5.8012 -2.2191 -1.2777
H -2.1708 -2.7899 4.4638
C 2.9471 0.7190 -3.3067
H -1.8565 5.2928 0.2244
C -0.8309 1.9317 2.8473
H 2.7414 0.7969 -4.3623
C 0.6774 4.9824 -1.9241
H 4.1396 -2.4759 5.9235
H -1.0360 -3.5088 -6.9638
H 1.7175 0.0517 9.2727
C -0.9373 3.5055 -2.4517
H 5.8528 0.6506 1.4949
B 0.2117 -1.4809 2.0234
C -2.6713 1.6729 1.1366
S 0.4643 -1.7118 -3.2670
H 0.4470 -0.2444 5.9732
S -2.4703 2.7699 -2.7573
C 1.5021 -0.1256 8.2146
H 1.1225 5.9213 -1.6322
C -1.0714 -2.6292 -6.3112
O 1.4588 -2.1930 2.1783
H 4.2424 1.3494 1.2939
C 1.4416 -2.4201 -6.5658
O -0.0470 -0.9044 3.3179
*
```



No. 3
This record from the OMol25 dataset describes a structure of composition C5H9I2N2S. The level of theory is wB97M-V/def2-TZVPD.

- electronic energy (eV) = -35338.2291
- relative energy (zero: lowest compared OMol25 entry of this formula, charge and spin) (kJ/mol) = 208.3

Structure (ORCA input):
```
! RIJCOSX wB97M-V def2-TZVPD def2/J DEFGRID3
* xyz 1 1
N 0.7631 -1.5775 1.8886
C -0.7748 0.3641 -0.7388
H 1.8811 1.2479 -0.3193
H -0.0525 0.1212 -2.6589
I -1.0246 -2.9859 -0.5910
C 1.4230 0.7241 0.4487
H -1.2706 1.1889 -2.4792
C -0.1688 -1.0224 1.1265
S -1.6016 -0.1859 1.6757
N 0.3905 -0.2484 0.0080
H 1.7339 -1.7435 1.6478
C -1.7766 0.5800 0.1131
H 0.5542 -1.8483 2.7992
H 0.2575 1.6573 -2.0778
C -0.4187 0.8793 -2.0885
H 0.6959 -0.7306 -0.8072
I -3.6152 1.4829 -0.1753
H 0.8506 1.6710 1.0011
H 2.1538 0.4257 1.2274
*
```



No. 4
This record from the OMol25 dataset describes a cluster of 8 separate species, C46H35BIO18 in total. The level of theory is wB97M-V/def2-TZVPD.

- electronic energy (eV) = -93897.8888

Structure (ORCA input):
```
! RIJCOSX wB97M-V def2-TZVPD def2/J DEFGRID3
* xyz -1 1
O 6.1486 1.0286 3.8337
H 8.0318 0.7133 2.1004
C 0.5258 -2.6413 6.7077
O -2.8350 4.5479 -4.3510
H 3.4217 -0.8355 0.8252
O 5.3323 -1.1691 -0.9095
C -3.0330 -0.2228 -1.9353
H 3.8074 0.1931 3.0531
O -4.3821 0.1885 -2.0427
H -2.6820 -0.5678 -2.9126
H -2.3036 5.4619 0.8486
H -0.6440 -0.5607 4.2027
C -4.3305 4.7347 1.2378
H -6.1268 -0.4293 -2.9642
H -4.3537 0.4882 -5.4695
C 7.6671 -1.5853 5.5489
C 4.4647 -2.7154 -3.9589
C 2.7741 -2.9882 -1.6576
C -0.4014 -1.8075 5.9010
C 7.0592 0.3657 1.7740
H 7.6611 -0.3271 -0.1373
C -3.7890 1.3894 -5.6824
H 2.2454 -0.8983 -2.0420
C -1.0589 1.5076 -2.1323
C 1.9353 -2.7435 6.2468
H 8.0845 -4.9616 6.3768
O -5.6049 2.1568 -1.1258
O -4.5298 4.3882 0.0988
C 9.3803 -2.6535 4.1504
H -1.8272 2.6881 -8.2743
H -1.2239 2.5722 -2.3206
H 2.5940 -3.3557 6.8497
H -4.3626 0.7197 0.1154
C 1.4201 -1.2763 4.3494
H -1.6715 4.5774 -6.6530
H 5.0044 -4.8046 -3.5762
C 2.3490 -2.1108 5.1533
H -5.3179 3.0265 -0.8229
C 4.3886 -3.9948 -3.2054
C 8.2641 -4.0368 5.8435
C -5.3611 4.5521 2.2918
C -3.7085 2.3985 -4.8143
C -3.8461 5.5505 3.9441
C 0.3179 1.3871 -1.5518
C -9.3464 -1.6922 -3.0287
C -9.3328 -2.2353 -4.4137
C -2.9251 3.6210 -5.1268
I 0.5285 1.5285 0.6028
H 3.5337 -5.0430 -1.5744
C 5.9479 0.5324 2.7421
H -6.2897 4.0946 1.9743
O 1.7977 -0.6987 3.3525
C -2.2471 0.9999 -1.3177
C 4.6036 0.0653 2.3359
C 2.8525 -1.7151 -2.4094
C -7.0344 -0.9141 -3.3116
H -10.2434 -2.7181 -4.7470
H -2.0067 0.7144 -0.2911
C -2.8155 5.7268 2.8910
H -4.2082 2.3636 -3.8489
C -2.3196 2.6708 -7.3096
B -4.4669 1.2797 -1.0102
O -6.0495 -1.3590 -5.4114
H -3.0134 -1.0569 -1.2217
O 5.1841 -2.6099 -4.9309
C 3.6366 -1.5892 -3.4747
O 1.3127 1.2401 -2.1846
O -10.3393 -1.7993 -2.3363
C 7.4452 -2.8688 6.2620
C 9.1607 -3.9369 4.8666
C 8.5646 -1.4885 4.5723
H 3.7127 -0.6633 -4.0299
C -8.2575 -2.1248 -5.1862
H 9.7668 -4.7738 4.5438
C 6.8638 -0.1862 0.5814
C 0.0127 -1.1733 4.8078
O -3.6420 5.8986 5.0893
H -8.2238 -2.5098 -6.1980
H 3.3706 -2.1695 4.7987
C -5.1352 4.9319 3.5462
O 10.1931 -2.5644 3.2561
H -1.8822 6.1756 3.2068
H -5.8691 4.8100 4.3327
H -1.0055 0.9954 -3.0954
C -7.0229 -1.4542 -4.6935
C -3.0383 5.3486 1.6355
O -3.2154 2.0086 -1.3543
O 2.0654 -3.1071 -0.6799
H -1.4227 -1.7496 6.2548
C -2.2369 3.6769 -6.4461
O 6.6266 -2.9642 7.1504
C -3.1039 1.4464 -6.9952
O 0.1501 -3.2171 7.7053
C 4.3982 -0.4868 1.1425
C 3.6056 -4.1218 -2.1392
H 8.7361 -0.5617 4.0411
C -8.1172 -1.0267 -2.5437
C 5.5121 -0.6563 0.1740
H 7.0601 -0.7450 5.8630
H -8.1451 -0.6365 -1.5342
O -3.1700 0.5380 -7.7979
*
```



No. 5
This record from the OMol25 dataset describes a structure of composition C36H28O5P2PtS2. The level of theory is wB97M-V/def2-TZVPD.

- electronic energy (eV) = -91502.6471
- relative energy (zero: lowest compared OMol25 entry of this formula, charge and spin) (kJ/mol) = 52.5

Structure (ORCA input):
```
! RIJCOSX wB97M-V def2-TZVPD def2/J DEFGRID3
* xyz 2 1
H 1.5777 4.1471 0.7731
C 2.8625 -2.0031 0.1156
H 2.8537 5.4001 -0.9434
C 3.6492 -2.0043 -4.5709
H 3.5327 4.2965 -3.0415
H -5.2369 -2.2833 -1.5670
C 1.8648 3.6753 -0.1573
H 0.1251 -2.0015 2.7261
P 1.7765 -0.0781 -1.5427
H 2.0782 -2.6434 -0.2776
C -1.9565 0.3047 4.1219
H -4.3135 1.3034 1.3890
H -2.1018 0.7117 6.2178
C -4.9720 -2.8505 1.7499
C -3.6998 3.2291 0.6818
C 2.6748 2.4053 -2.5246
C 2.1579 -0.7849 -3.1370
C -3.2744 -1.2753 1.1421
C -3.4792 1.9089 1.0541
H -2.8099 5.0455 -0.0182
O -2.6365 -1.8944 -0.9938
C 2.9680 3.7439 -2.3030
O -2.0207 0.3606 -1.8635
H -2.6785 1.0647 3.8470
H 4.5611 -2.5670 -4.7138
C 2.7954 -1.7764 -5.6398
C 4.0785 0.0819 0.0846
H -6.3518 -3.5948 0.2718
H 3.0446 -2.1654 -6.6178
C 1.5059 2.3612 -0.4307
H -3.5133 -2.0291 3.1208
H -0.5321 4.1437 -0.0616
H -0.4276 -0.9879 6.8444
C 2.5892 4.3664 -1.1176
S -2.0894 -1.0153 -2.3110
H 0.3752 -0.0087 -4.0769
O -0.7407 -1.6126 -2.3669
C 1.9663 1.7027 -1.5580
H 4.2151 1.0904 -0.2865
O 0.9821 1.6817 2.0858
H 0.9544 -0.8876 -6.2995
C -0.6821 -0.8441 5.8030
C 1.2958 -0.5596 -4.2155
C 4.8050 -1.7184 1.5009
H 4.0032 -1.6928 -2.4832
C -3.8645 -2.0361 2.0969
C -4.9119 -2.2320 -0.5335
H -4.7007 3.6372 0.7088
Pt -0.0729 -0.4567 -0.2684
C 3.3354 -1.5119 -3.3144
C -1.3329 -0.4702 3.1440
C 3.7517 -2.5060 1.0476
H 0.6889 -2.3422 5.1088
C -1.3445 3.5113 0.2606
H 3.6351 -3.5186 1.4093
C 1.6199 -1.0550 -5.4643
H 3.0317 1.8990 -3.4122
C 3.0228 -0.7016 -0.3678
C -3.7354 -1.3625 -0.2757
C -0.3757 -1.4225 3.4941
C -0.0542 -1.6084 4.8290
S 0.5187 1.4515 0.7407
C -5.5086 -2.9467 0.4604
H -5.4275 -3.4411 2.5379
P -1.7515 -0.3164 1.4152
H -3.9722 -0.3442 -0.6413
C -1.1315 2.1917 0.6090
O -3.0019 -1.3111 -3.3571
C -2.1987 1.3832 1.0201
H 5.5071 -2.1181 2.2197
C -1.6276 0.1128 5.4525
H 5.7938 0.1769 1.3664
C 4.9692 -0.4305 1.0199
C -2.6383 4.0219 0.2836
*
```